# C25H35ClF4O18

A cluster of 6 separate species, C25H35ClF4O18 in total (ωB97M-V/def2-TZVPD, the Open Molecules 2025 dataset).

Summary:
electronic energy: -86738.1337 eV
net charge: 0
SMILES string: O=C1C=C(CC(=O)Cl)C(=O)C(C(F)(F)C(F)F)=C1.COC(=O)OC.COC(=O)OC.COC(=O)OC.COC(=O)OC.COC(=O)OC
strongest force on any atom: 2.803 eV/A
orbital gap: 9.1774 eV
HOMO: -10.3 eV

Last column: Löwdin charge in e.
Element x y z (Å)
Cl1 0.52 -1.29 3.32  0.6233
F1 -0.53 3.63 0.74  0.0705
F2 1.18 1.86 2.04  0.0904
F3 2.86 2.66 0.80  0.1151
F4 1.06 4.15 -0.70  0.1109
O1 2.20 -1.59 1.41  0.0932
O2 -3.19 -1.68 5.37  0.1161
O3 -2.13 7.07 2.13  0.1248
O4 -1.57 0.60 -3.34  0.1506
O5 -2.93 -5.10 -5.01  0.1122
O6 -4.44 -1.05 7.15  0.0040
O7 0.79 -3.75 -7.24  0.1230
O8 -2.12 9.16 1.25  0.0025
O9 -2.78 -3.14 -3.90  -0.0030
O10 2.44 -5.25 -7.64  0.0014
O11 0.39 -5.91 -7.76  0.0035
O12 -3.29 -2.88 7.29  0.0043
O13 4.86 1.78 3.49  0.0061
O14 6.49 2.87 4.41  -0.0005
O15 -1.60 -4.81 -3.20  0.0006
O16 -0.78 7.67 0.42  0.0151
O17 6.92 0.85 3.48  0.1252
O18 1.98 0.41 -0.54  0.1846
C1 0.81 0.55 -0.53  -0.2842
C2 -3.13 9.53 2.19  -0.0448
C3 -1.20 -0.55 -1.28  0.0663
C4 -1.01 -5.64 -7.67  -0.0317
C5 1.06 -1.56 1.61  -0.7739
C6 -0.87 1.98 -1.52  0.1032
C7 -1.27 0.67 -2.21  -0.3483
C8 -3.72 -2.57 -4.82  -0.0318
C9 -1.18 -6.17 -3.33  -0.0341
C10 -0.26 6.34 0.40  -0.0518
C11 -4.86 0.09 6.42  -0.0423
C12 0.61 3.14 0.10  -0.3641
C13 -0.20 -0.60 -0.43  -0.1064
C14 4.37 0.63 2.80  -0.0403
C15 -0.06 -1.75 0.58  -0.0805
C16 -3.60 -1.85 6.49  -0.6178
C17 6.17 1.74 3.76  -0.6165
C18 3.40 -4.21 -7.41  -0.0437
C19 1.61 2.85 1.23  -0.3110
C20 -2.48 -4.42 -4.13  -0.6132
C21 1.17 -4.86 -7.52  -0.6185
C22 0.14 1.93 -0.68  -0.0237
C23 -2.39 -3.82 6.70  -0.0415
C24 -1.72 7.88 1.34  -0.6150
C25 7.87 2.96 4.76  -0.0469
H1 4.38 -4.65 -7.54  0.0925
H2 -2.83 -4.27 5.81  0.0971
H3 -2.76 9.42 3.21  0.0974
H4 -3.87 -1.54 -4.52  0.0909
H5 -1.27 -5.31 -6.66  0.0657
H6 4.86 0.53 1.83  0.1064
H7 -1.04 5.62 0.19  0.0845
H8 -1.41 2.90 -1.74  0.1475
H9 0.49 6.29 -0.38  0.0887
H10 -5.40 -0.20 5.51  0.0970
H11 -1.98 -1.31 -1.35  0.1394
H12 -3.32 -2.60 -5.83  0.1009
H13 -0.69 -6.34 -4.29  0.0928
H14 -0.47 -6.37 -2.53  0.0940
H15 8.15 2.16 5.44  0.0971
H16 3.27 -3.40 -8.13  0.0976
H17 3.31 -3.83 -6.39  0.0975
H18 0.22 6.12 1.36  0.1008
H19 8.50 2.95 3.88  0.0972
H20 -4.03 8.93 2.04  0.0971
H21 -1.00 -1.77 1.15  0.1125
H22 -1.31 -4.89 -8.40  0.1012
H23 -4.67 -3.10 -4.76  0.0984
H24 0.01 -2.73 0.08  0.1414
H25 -4.01 0.72 6.16  0.0984
H26 -1.54 -6.56 -7.88  0.0986
H27 3.30 0.78 2.64  0.0601
H28 8.01 3.91 5.28  0.0916
H29 4.50 -0.27 3.40  0.1025
H30 1.64 3.75 1.87  0.1773
H31 -2.21 -4.60 7.44  0.0931
H32 -2.03 -6.84 -3.21  0.1001
H33 -5.54 0.66 7.06  0.0930
H34 -1.44 -3.34 6.46  0.0960
H35 -3.37 10.57 2.01  0.0925



# C25H35N3O5S

A structure of composition C25H35N3O5S (ωB97M-V/def2-TZVPD, the Open Molecules 2025 dataset).

Summary:
electronic energy: -52015.0460 eV
net charge: 0
relative energy (zero: lowest compared OMol25 entry of this formula, charge and spin): 567.5 kcal per mole
strongest force on any atom: 15.508 eV/A
orbital gap: 8.0099 eV
HOMO: -7.9 eV

Last column: natural (NBO) charge in e.
Element x y z (Å)
S1 -3.26 -0.06 -0.57  2.2391
O1 1.29 -2.98 2.65  -0.6570
O2 -2.06 0.55 -1.26  -0.9607
O3 -4.00 -0.91 -1.76  -0.9553
O4 4.34 3.39 1.10  -0.4951
O5 1.82 2.30 0.87  -0.5008
N1 -4.20 0.88 0.08  -0.7216
N2 2.62 -2.13 -2.03  -0.4730
N3 1.53 -2.83 0.30  -0.5726
C1 -1.53 -3.24 2.16  -0.0958
C2 -4.89 -1.92 1.25  -0.6777
C3 -4.89 2.77 -1.35  -0.3787
C4 2.52 -3.33 -2.62  -0.3823
C5 2.59 0.27 -0.16  -0.3213
C6 -0.60 -2.50 1.40  -0.1042
C7 4.15 2.01 0.59  0.2628
C8 -2.92 2.92 0.35  -0.4896
C9 3.62 -0.66 -0.25  -0.0701
C10 -1.15 -1.42 0.39  -0.1283
C11 5.20 1.08 0.09  -0.3060
C12 0.88 -2.53 1.43  0.6021
C13 -3.22 1.67 1.01  -0.1576
C14 -3.38 -2.06 1.15  0.0750
C15 3.03 -2.80 0.18  -0.2390
C16 3.43 -1.96 -0.81  -0.0799
C17 -4.12 3.53 -0.26  -0.3384
C18 5.50 3.88 1.37  -0.2336
C19 -2.56 -1.38 0.24  -0.3757
C20 -2.89 -3.13 2.02  -0.1811
C21 2.79 -0.87 -2.92  -0.4237
C22 0.41 2.04 0.91  -0.2213
C23 2.74 1.55 0.38  0.3583
C24 4.92 -0.11 -0.21  -0.1579
C25 -5.39 1.47 -0.43  -0.1833
H1 -2.46 1.30 1.39  0.2069
H2 1.61 -0.16 -0.30  0.2153
H3 3.44 -2.54 1.09  0.2438
H4 3.89 -1.01 -3.47  0.1648
H5 -5.26 -1.71 0.03  0.2541
H6 4.51 -2.45 -1.19  0.1858
H7 -2.37 2.81 -0.43  0.2323
H8 6.13 3.42 2.11  0.1584
H9 -5.24 -1.00 1.51  0.2299
H10 5.88 -0.68 -0.51  0.2130
H11 6.19 1.53 0.40  0.2284
H12 3.03 -3.91 0.11  0.2243
H13 -5.33 -2.88 1.57  0.2355
H14 -3.87 1.93 2.18  0.1824
H15 -5.63 0.69 -1.21  0.2620
H16 -5.64 3.17 -1.78  0.2003
H17 -4.91 4.05 0.70  0.1566
H18 -4.16 2.34 -1.96  0.2150
H19 2.82 0.08 -2.46  0.2169
H20 1.80 -3.26 -3.62  0.2211
H21 3.64 -3.47 -3.16  0.1278
H22 0.42 0.76 1.41  0.1583
H23 0.00 1.71 -0.21  0.2113
H24 5.84 3.89 0.40  0.1684
H25 1.10 -2.44 -0.48  0.4007
H26 -5.98 1.65 0.25  0.1759
H27 -0.48 -1.00 -0.29  0.2287
H28 2.19 -3.99 -1.88  0.2062
H29 -3.86 4.51 -0.72  0.2188
H30 -0.11 2.72 1.37  0.1736
H31 -1.04 -3.66 2.90  0.2230
H32 -2.56 3.65 0.95  0.2242
H33 2.15 -0.83 -4.11  0.2200
H34 -3.50 -3.58 2.49  0.1751
H35 5.43 4.86 1.69  0.1857



# C25H36Br54N3O

A structure of composition C25H36Br54N3O (ωB97M-V/def2-TZVPD, the Open Molecules 2025 dataset).

Summary:
electronic energy: -3815305.0520 eV
net charge: +1
strongest force on any atom: 5.038 eV/A
orbital gap: 7.1544 eV
HOMO: -11.2 eV

Last column: Löwdin charge in e.
Element x y z (Å)
Br1 -4.85 -4.56 8.27  0.5776
Br2 -3.52 -4.05 2.94  0.5227
Br3 8.57 -2.47 -5.10  0.5248
Br4 -11.36 8.76 1.70  0.5692
Br5 -9.11 0.89 5.40  0.5712
Br6 -11.10 8.24 4.83  0.5702
Br7 14.65 0.12 8.19  0.5630
Br8 -1.09 -6.08 2.52  0.5737
Br9 -5.49 -0.83 -4.89  0.5783
Br10 -4.71 2.03 -3.72  0.6277
Br11 2.69 -2.90 -3.91  0.5897
Br12 -4.21 -0.60 1.09  0.8079
Br13 -3.93 -4.16 -7.54  0.6019
Br14 -6.14 -5.29 5.45  0.5354
Br15 -3.82 -6.51 0.92  0.5709
Br16 -5.66 -4.52 -4.88  0.5829
Br17 5.50 -1.48 4.53  0.5808
Br18 -8.33 -2.19 5.66  0.5362
Br19 8.72 0.06 -7.01  0.5716
Br20 2.17 4.23 1.18  0.5896
Br21 11.50 0.45 7.87  0.5438
Br22 4.85 -5.45 -10.94  0.5803
Br23 3.47 -2.33 2.22  0.5550
Br24 -0.29 5.53 4.76  0.6014
Br25 13.06 2.40 4.69  0.5697
Br26 7.57 -0.40 -2.07  0.5321
Br27 -2.71 -3.32 -4.72  0.5648
Br28 1.22 -3.43 -6.70  0.5720
Br29 1.87 1.68 3.08  0.5414
Br30 -0.18 1.33 5.92  0.5098
Br31 12.88 1.07 10.67  0.5755
Br32 -7.95 -5.27 8.07  0.5713
Br33 7.23 -3.42 -11.55  0.5862
Br34 4.41 -3.39 -6.55  0.5770
Br35 -8.08 4.21 1.29  0.5482
Br36 10.81 0.98 2.95  0.5314
Br37 -1.99 5.92 2.09  0.5795
Br38 -13.51 6.95 3.19  0.5605
Br39 10.05 -2.68 -7.94  0.5688
Br40 -7.34 1.69 -5.50  0.6166
Br41 -9.93 1.82 0.27  0.5650
Br42 13.06 2.72 1.52  0.5847
Br43 -1.44 2.99 3.24  0.4959
Br44 6.79 -4.51 -8.59  0.5111
Br45 10.67 -0.66 -2.82  0.5770
Br46 2.70 0.29 6.78  0.5605
Br47 -10.95 3.76 2.59  0.6037
Br48 3.08 1.33 0.16  0.5887
Br49 9.80 -0.38 0.23  0.5225
Br50 6.10 -0.67 1.50  0.5328
Br51 -5.42 -0.31 4.04  0.5846
Br52 -5.09 2.25 2.21  0.5728
Br53 -10.19 -1.21 3.26  0.5761
Br54 0.84 1.78 8.90  0.5950
O1 -0.14 2.31 -6.14  -0.0040
N1 0.10 -0.50 -3.93  0.2275
N2 -0.98 1.33 -2.94  0.0012
N3 -2.09 -0.59 -3.35  0.2127
C1 -11.67 7.52 3.14  -1.6586
C2 -0.98 0.09 -3.39  -0.4514
C3 -1.72 4.85 3.67  -1.5951
C4 -2.67 0.63 -0.69  -0.1950
C5 -4.38 0.52 2.65  -1.5516
C6 -6.19 -5.59 7.35  -1.6275
C7 4.74 -1.01 2.82  -1.6438
C8 13.08 1.09 8.76  -1.6517
C9 -9.67 -0.93 5.10  -1.6058
C10 -3.01 -5.87 2.55  -1.6394
C11 -1.17 0.58 -0.55  -0.3568
C12 -0.42 1.39 -1.57  -0.1037
C13 9.31 -1.05 -1.51  -1.6019
C14 -6.15 0.86 -4.24  -1.5982
C15 2.77 -2.68 -5.83  -1.6218
C16 -0.90 2.64 -5.04  -0.2383
C17 -3.90 -4.53 -5.65  -1.6091
C18 9.61 -1.56 -6.44  -1.6276
C19 -0.63 -0.86 -0.44  -0.0164
C20 12.64 1.57 3.01  -1.6174
C21 0.90 0.63 7.36  -1.6139
C22 -9.43 2.92 1.77  -1.6249
C23 2.89 2.51 1.67  -1.5847
C24 -0.16 2.18 -3.80  -0.1198
C25 5.94 -4.02 -10.25  -1.6293
H1 -1.01 3.68 -5.00  0.1179
H2 -3.38 -6.48 3.35  -0.0412
H3 0.47 -0.31 7.65  -0.0319
H4 -3.50 -5.52 -5.52  -0.0293
H5 -3.10 -0.20 -0.22  -0.1924
H6 -3.38 0.67 3.04  -0.0631
H7 3.88 2.68 2.05  -0.0248
H8 13.22 2.11 8.46  -0.0395
H9 -3.00 1.47 -0.15  0.0563
H10 9.24 -2.12 -1.43  -0.0272
H11 -1.31 -1.50 -0.95  0.0604
H12 -6.73 0.65 -3.35  -0.0274
H13 -2.90 -0.29 -3.85  0.0317
H14 -2.07 -1.38 -2.77  0.0694
H15 -2.62 4.90 4.25  -0.0263
H16 -8.99 2.26 2.51  -0.0718
H17 10.54 -1.26 -5.99  -0.0532
H18 0.57 -1.13 -3.30  0.0630
H19 0.73 1.70 -4.13  0.1167
H20 4.19 -0.09 2.96  -0.1000
H21 0.16 3.03 -3.28  0.1189
H22 13.26 0.70 2.92  -0.0287
H23 -3.01 0.76 -1.68  0.0117
H24 -11.07 6.65 2.94  -0.1032
H25 -0.29 2.95 -6.79  0.0648
H26 0.62 1.18 -1.58  0.0796
H27 5.29 -3.20 -10.04  -0.0383
H28 -5.97 -6.63 7.51  -0.0341
H29 -0.19 -0.97 -4.75  0.0906
H30 -10.54 -1.09 5.70  -0.0308
H31 -0.49 2.40 -1.27  0.1271
H32 -0.94 1.02 0.38  0.1111
H33 -0.48 -1.14 0.56  0.0816
H34 -1.86 2.17 -5.05  0.0818
H35 2.77 -1.62 -6.03  -0.0321
H36 0.27 -0.89 -1.01  0.0576



# C25H36BrCrN9OSe

A structure of composition C25H36BrCrN9OSe (ωB97M-V/def2-TZVPD, the Open Molecules 2025 dataset).

Summary:
electronic energy: -205767.5074 eV
net charge: +2
relative energy (zero: lowest compared OMol25 entry of this formula, charge and spin): 0.0 kcal per mole
multiplicity: 5
strongest force on any atom: 1.174 eV/A
orbital gap (alpha / beta): 8.2400 / 8.1578 eV
HOMO (alpha / beta): -13.6 / -13.7 eV
expectation value of S²: 6.020

Last column: natural (NBO) charge in e.
Element x y z (Å)
Br1 3.68 1.95 -2.93  0.1459
Se1 -2.42 0.49 0.36  -0.1961
Cr1 -0.05 -0.30 0.31  1.1470
O1 0.37 1.70 0.37  -0.7965
N1 -0.47 -2.32 0.38  -0.5821
N2 1.94 -0.47 -0.10  -0.5445
N3 0.12 -4.53 -0.52  -0.4415
N4 -2.80 3.24 -0.15  -0.5141
N5 -2.23 2.21 -1.97  -0.3504
N6 -0.25 -4.27 1.85  -0.4420
N7 -2.10 -4.16 0.32  -0.4437
N8 0.65 2.32 2.55  -0.4207
N9 0.62 3.90 0.83  -0.4091
C1 -1.30 -4.84 -0.70  -0.0780
C2 -2.86 4.20 -1.15  0.0983
C3 0.55 -4.94 0.82  -0.0780
C4 4.53 0.40 -0.68  -0.1414
C5 -1.66 -4.61 1.64  -0.0790
C6 0.33 4.66 3.14  -0.4181
C7 0.31 -3.11 -0.65  -0.0672
C8 2.20 0.29 -1.19  0.0273
C9 -1.92 -2.74 0.20  -0.0601
C10 0.82 5.02 1.75  -0.2086
C11 -2.44 4.20 -3.54  -0.2254
C12 -3.17 5.55 -1.14  -0.2223
C13 0.95 3.34 3.55  -0.2081
C14 4.28 -0.42 0.41  -0.2042
C15 -2.43 2.06 -0.65  0.3150
C16 3.46 0.77 -1.47  -0.1057
C17 0.59 0.96 3.04  -0.3602
C18 -2.48 3.54 -2.32  0.1548
C19 -3.12 6.21 -2.35  -0.1779
C20 0.54 2.61 1.23  0.8113
C21 2.98 -0.81 0.68  0.0352
C22 -2.77 5.54 -3.53  -0.1839
C23 0.69 4.22 -0.59  -0.4077
C24 -0.07 -2.85 1.73  -0.0684
C25 -1.84 1.18 -2.91  -0.4137
H1 -1.81 0.23 -2.39  0.2242
H2 -0.10 4.93 -0.85  0.2130
H3 -0.18 0.86 3.80  0.2291
H4 -2.27 -2.40 -0.78  0.2153
H5 -2.57 1.12 -3.72  0.2424
H6 -3.37 7.26 -2.40  0.2433
H7 0.55 3.01 4.50  0.2271
H8 5.54 0.73 -0.91  0.2625
H9 -2.52 -2.24 0.97  0.2084
H10 0.57 3.32 -1.18  0.2226
H11 -3.46 6.07 -0.23  0.2410
H12 0.61 5.45 3.84  0.2523
H13 -2.18 3.69 -4.46  0.2390
H14 0.98 -2.61 1.92  0.1908
H15 2.04 3.44 3.66  0.2070
H16 1.60 -4.69 0.95  0.2015
H17 -0.76 4.57 3.15  0.2126
H18 0.35 0.29 2.21  0.1278
H19 1.65 4.68 -0.83  0.2174
H20 -0.70 -2.36 2.49  0.2061
H21 -0.87 1.41 -3.34  0.2165
H22 1.37 -2.88 -0.53  0.2047
H23 -3.08 3.36 0.82  0.4481
H24 0.44 -6.02 0.91  0.2271
H25 -0.01 -2.78 -1.64  0.2024
H26 0.27 5.87 1.35  0.2230
H27 5.08 -0.75 1.06  0.2567
H28 -1.62 -4.52 -1.69  0.2081
H29 -1.44 -5.92 -0.61  0.2246
H30 1.55 0.66 3.46  0.2160
H31 1.37 0.51 -1.85  0.2073
H32 1.88 5.29 1.77  0.2072
H33 2.76 -1.42 1.54  0.2101
H34 -2.76 6.09 -4.47  0.2434
H35 -1.79 -5.69 1.72  0.2251
H36 -2.27 -4.13 2.41  0.2098



# C25H36Cl6F2O18

A cluster of 9 separate species, C25H36Cl6F2O18 in total (ωB97M-V/def2-TZVPD, the Open Molecules 2025 dataset).

Summary:
electronic energy: -143930.9176 eV
net charge: 0
SMILES string: O=C1OC[C@@H](F)O1.O=C1OC[C@@H](F)O1.C[C@H]1COC(=O)O1.C[C@H]1COC(=O)O1.C[C@H]1COC(=O)O1.C[C@H]1COC(=O)O1.ClCCl.ClCCl.ClCCl
relative energy (zero: lowest compared OMol25 entry of this formula, charge and spin): 0.0 kcal per mole
strongest force on any atom: 6.338 eV/A
orbital gap: 10.5967 eV
HOMO: -10.6 eV

Last column: Löwdin charge in e.
Element x y z (Å)
Cl1 4.00 -10.37 2.51  0.4797
Cl2 2.44 -8.75 0.56  0.4720
Cl3 3.21 -0.44 -0.53  0.4952
Cl4 2.46 -2.76 1.18  0.4816
Cl5 6.80 -3.88 9.12  0.4680
Cl6 5.44 -6.19 7.70  0.4557
F1 -0.12 3.91 3.08  0.0363
F2 8.69 -7.09 -8.27  0.0697
O1 -4.17 6.04 -4.95  0.1251
O2 -2.23 5.79 -5.92  0.1096
O3 7.71 -8.05 -5.54  0.0604
O4 -4.47 -6.53 3.44  0.0957
O5 -0.83 6.01 2.77  0.1240
O6 4.89 9.05 -2.37  0.0874
O7 8.51 -6.12 -6.24  0.1718
O8 -6.11 -7.37 4.85  0.1066
O9 -6.49 0.69 2.02  0.0823
O10 3.41 8.70 -4.01  0.0516
O11 -4.91 -5.42 5.38  0.0470
O12 -5.46 -0.37 0.28  0.1032
O13 -2.69 7.38 2.74  0.0892
O14 -7.69 -0.43 0.65  0.1368
O15 -3.12 7.80 -5.90  0.1439
O16 -1.96 6.17 4.61  0.0914
O17 4.07 10.85 -3.64  0.1252
O18 7.03 -6.11 -4.46  0.1285
C1 4.78 7.69 -2.55  -0.3615
C2 9.10 -7.10 -6.99  -0.3640
C3 -2.74 4.46 -5.82  -0.2969
C4 3.51 7.48 -3.35  -0.1153
C5 -5.23 -6.54 4.54  -0.4349
C6 4.06 -9.12 1.24  -0.9971
C7 8.65 -8.43 -6.52  -0.0680
C8 -1.71 3.38 -5.34  -0.0087
C9 7.68 -6.69 -5.35  -0.4581
C10 -0.13 5.17 3.66  -0.2893
C11 -9.58 -0.85 1.88  -0.0179
C12 -6.49 -0.11 0.93  -0.5434
C13 -3.88 4.69 -4.87  -0.1400
C14 -3.22 6.62 -5.64  -0.6029
C15 6.33 -4.61 7.54  -0.9672
C16 4.86 7.09 -1.12  -0.0078
C17 -1.92 6.56 3.35  -0.4828
C18 -7.79 0.72 2.56  -0.1105
C19 -3.08 -3.93 5.56  -0.0084
C20 -3.56 -5.49 3.58  -0.1363
C21 -0.86 5.31 4.96  -0.0251
C22 2.09 -1.79 -0.28  -1.0311
C23 4.16 9.65 -3.35  -0.4620
C24 -4.09 -4.57 4.64  -0.3866
C25 -8.62 0.18 1.43  -0.3833
H1 4.35 6.13 -1.21  0.0778
H2 -3.39 -4.97 2.64  0.1441
H3 1.09 -1.35 -0.27  0.0249
H4 -0.82 3.22 -5.95  0.0790
H5 4.63 -8.29 1.65  0.0311
H6 -2.59 -4.66 6.21  0.0989
H7 -9.13 0.98 0.91  0.1661
H8 2.02 -2.41 -1.17  0.0293
H9 2.70 7.50 -2.62  0.1362
H10 0.92 5.49 3.64  0.1663
H11 -4.71 4.11 -5.27  0.1394
H12 8.28 -9.13 -7.27  0.1489
H13 -2.22 2.42 -5.35  0.0800
H14 -2.41 -3.49 4.82  0.0885
H15 7.24 -4.68 6.94  0.0251
H16 -9.97 -1.33 0.98  0.0965
H17 -2.58 -5.88 3.87  0.1405
H18 5.67 -3.90 7.04  0.0184
H19 -7.86 0.11 3.46  0.1349
H20 -3.53 -3.10 6.11  0.0874
H21 -9.12 -1.59 2.54  0.0973
H22 4.58 -9.54 0.39  0.0143
H23 10.19 -7.04 -7.04  0.1722
H24 -8.07 1.73 2.83  0.1411
H25 -10.39 -0.38 2.44  0.0969
H26 -1.40 3.48 -4.30  0.0799
H27 5.64 7.36 -3.13  0.1538
H28 -3.70 4.30 -3.88  0.1406
H29 4.35 7.67 -0.35  0.0907
H30 3.41 6.60 -4.00  0.1439
H31 -0.21 5.82 5.68  0.1433
H32 5.89 6.88 -0.86  0.0800
H33 -1.09 4.28 5.26  0.1468
H34 -3.13 4.14 -6.78  0.1509
H35 -4.82 -3.89 4.20  0.1576
H36 9.44 -8.90 -5.93  0.1387



Which value of electronic energy does entry 3 give?
-3815305.0520 eV



Which of these has the highest net charge?
C25H36BrCrN9OSe



What is the strongest force on any atom in the fourth record?
1.174 eV/A